No. 1
Computed, not measured: C5H8O in the gas phase, with ωB97M-V with the def2-TZVPD basis set.

SMILES string: C=C(C)CC=O
Lowest unoccupied orbital energy (eV): 0.72
ΔE to the lowest compared entry with this formula, charge and spin (kcal per mole): 50.1
Charge: 0
E_tot (hartree): -270.47807

```
14
Properties=species:S:1:pos:R:3:mulliken_charge:R:1
C 0.49 0.01 0.32 0.5512
H -0.33 1.49 1.58 0.2736
O -1.78 1.20 -0.27 -0.4414
C 1.52 -0.43 -0.69 -1.1435
H -2.19 -0.52 -1.15 0.3522
C 0.33 1.27 0.74 -0.7624
C -0.74 -0.83 0.57 -0.7618
H 1.92 0.43 -1.24 0.3111
H 2.37 -0.91 -0.19 0.2737
H -1.09 -0.79 1.61 0.2830
C -1.68 0.00 -0.34 0.1298
H 0.74 2.13 0.23 0.2642
H -0.71 -1.89 0.26 0.3385
H 1.15 -1.15 -1.43 0.3317
```

No. 2
Computed, not measured: C3H2Cl2N2 in the gas phase, with ωB97M-V with the def2-TZVPD basis set.

SMILES string: Clc1nc[nH]c1Cl
Lowest unoccupied orbital energy (eV): 0.66
ΔE to the lowest compared entry with this formula, charge and spin (kcal per mole): 0.0
Charge: 0
E_tot (hartree): -1145.41919

```
9
Properties=species:S:1:pos:R:3:mulliken_charge:R:1
H 1.48 -1.21 -1.86 0.1934
H 3.22 -0.57 -0.09 0.3862
C 0.04 -0.30 -0.58 0.0583
Cl -1.36 -0.58 -1.50 -0.1767
N 1.56 0.26 0.96 -0.5489
C 2.16 -0.36 -0.02 -0.0628
N 1.28 -0.72 -1.00 -0.0369
C 0.24 0.29 0.62 0.3676
Cl -0.94 1.00 1.62 -0.1803
```

No. 3
Computed, not measured: a molecular structure, CH4N2S3, with ωB97M-V with the def2-TZVPD basis set.

Lowest unoccupied orbital energy (eV): -0.41
ΔE to the lowest compared entry with this formula, charge and spin (kcal per mole): 42.6
Charge: 0
E_tot (hartree): -1344.48250

```
10
Properties=species:S:1:pos:R:3:mulliken_charge:R:1
C 0.81 -0.89 -0.52 0.4152
H -2.55 0.63 -0.65 0.2981
N -1.79 0.43 0.12 -0.7614
S 1.70 -2.15 -0.73 -0.2900
H 2.70 0.19 0.83 0.1548
H -0.26 0.74 0.03 0.5442
S 2.24 1.28 0.05 -0.1087
H -2.13 0.74 1.06 0.2838
S -1.49 -1.32 0.02 -0.1567
N 0.77 0.33 -0.19 -0.3794
```

No. 4
Computed, not measured: 2 unconnected molecules or ions with the total composition C3H9NO2, with ωB97M-V with the def2-TZVPD basis set.

SMILES string: CNCC=O.O
Lowest unoccupied orbital energy (eV): 0.73
ΔE to the lowest compared entry with this formula, charge and spin (kcal per mole): 46.1
Charge: 0
E_tot (hartree): -324.89914

```
15
Properties=species:S:1:pos:R:3:mulliken_charge:R:1
C 0.27 -1.28 -0.10 -0.4711
O 1.99 -0.15 -1.29 -0.4514
H 0.20 4.13 2.40 0.3087
C -2.09 -1.77 -0.44 -0.7604
H -1.30 -0.01 0.20 0.2240
O 0.03 3.33 1.88 -0.6330
N -1.04 -0.75 -0.45 -0.3625
H 1.48 0.47 0.56 0.3344
H -2.59 -1.87 0.55 0.2642
H 0.33 -1.68 0.93 0.3092
H 0.55 -2.09 -0.78 0.3391
H -2.84 -1.53 -1.19 0.2630
H 0.56 3.45 1.09 0.3274
H -1.66 -2.75 -0.65 0.2976
C 1.33 -0.22 -0.29 0.0108
```

No. 5
Computed, not measured: a molecular structure, C2H12ClMgO4, with ωB97M-V with the def2-TZVPD basis set.

Lowest unoccupied orbital energy (eV): -9.92
ΔE to the lowest compared entry with this formula, charge and spin (kcal per mole): 103.1
Charge: +1
E_tot (hartree): -1044.17088

```
20
Properties=species:S:1:pos:R:3:mulliken_charge:R:1
H 2.72 -5.31 -3.09 0.3025
H 0.73 -3.01 5.84 0.3130
H -2.41 4.48 -0.54 0.3046
Cl 2.98 -2.21 0.49 -0.2048
Mg 6.35 -3.71 2.15 1.2049
H -1.82 1.01 -0.78 0.2489
O 0.22 -2.38 5.33 -0.6155
O -2.45 3.72 -1.13 -0.5241
H 1.44 3.77 -0.15 0.3284
C -3.22 2.67 -0.50 -0.1939
H 0.68 -2.33 4.49 0.3024
H -3.19 2.71 0.59 0.3037
C -2.80 1.34 -1.11 -0.9904
O 2.37 3.66 0.03 -0.6327
H 2.53 2.72 -0.09 0.3041
H -2.81 1.41 -2.20 0.2841
H 3.69 -6.08 -3.95 0.3133
H -3.51 0.57 -0.79 0.3346
O 2.80 -5.74 -3.94 -0.6159
H -4.30 2.71 -0.65 0.2327
```

No. 6
Computed, not measured: 4 unconnected molecules or ions with the total composition CH9N3O2, with ωB97M-V with the def2-TZVPD basis set.

Lowest unoccupied orbital energy (eV): -5.23
ΔE to the lowest compared entry with this formula, charge and spin (kcal per mole): 197.6
Charge: 0
E_tot (hartree): -357.95663

```
15
Properties=species:S:1:pos:R:3:mulliken_charge:R:1
N -0.70 0.17 -0.33 -0.1689
C -0.91 -1.15 -0.42 0.0667
H -3.08 1.29 1.19 0.2014
H -1.47 0.91 -0.03 0.4502
N 0.00 -2.07 -0.57 -0.3982
H 2.53 -0.37 -0.11 0.4141
H 3.15 -1.19 1.20 0.2682
O 1.71 0.69 -0.30 -0.8693
H 0.37 0.53 -0.19 0.3483
O 2.95 -1.30 0.27 -0.8048
N -2.62 1.70 0.37 -0.6132
H 0.94 -1.68 -0.33 0.3361
H 2.31 1.43 -0.42 0.2267
H -1.97 -1.42 -0.38 0.3610
H -3.22 2.46 0.06 0.1816
```

No. 7
Computed, not measured: C4H11OP in the gas phase, with ωB97M-V with the def2-TZVPD basis set.

SMILES string: CC(C)(C)[PH2]=O
Lowest unoccupied orbital energy (eV): 0.75
ΔE to the lowest compared entry with this formula, charge and spin (kcal per mole): 31.5
Charge: 0
E_tot (hartree): -575.54928

```
17
Properties=species:S:1:pos:R:3:mulliken_charge:R:1
H -1.53 0.91 -1.24 0.2784
H 1.92 1.62 0.97 0.0927
O 2.66 -0.38 -0.42 -0.6435
P 1.56 0.56 -0.16 0.2486
H 1.32 1.32 -1.18 0.0294
H 0.08 0.06 2.20 0.3406
C -0.47 -0.69 1.48 -1.2661
H 0.65 -1.90 -0.80 0.3969
H -1.81 1.18 0.59 0.3200
H -0.14 -1.75 1.54 0.3283
C -1.06 1.12 -0.22 -1.1631
H -1.08 -1.69 -1.13 0.4152
H -1.56 -0.57 1.73 0.3279
C -0.16 -1.09 -1.09 -1.8014
H 0.10 -0.60 -2.01 0.5112
H -0.30 2.04 -0.35 0.2774
C -0.18 -0.11 0.09 1.3075
```

No. 8
Computed, not measured: C7H11NO in the gas phase, with ωB97M-V with the def2-TZVPD basis set.

SMILES string: C[C@H]1O[C@H]2C[C@H]2N2C[C@H]12
Lowest unoccupied orbital energy (eV): 1.04
ΔE to the lowest compared entry with this formula, charge and spin (kcal per mole): 100.7
Charge: 0
E_tot (hartree): -403.17345

```
20
Properties=species:S:1:pos:R:3:mulliken_charge:R:1
H -0.52 -2.05 -0.93 0.4941
C 0.21 1.84 -0.57 -0.6579
H 0.13 2.87 -0.76 0.3426
H -1.87 -0.69 1.44 0.2380
H 0.08 2.16 1.52 0.4113
H -1.97 1.92 0.00 0.2980
C 2.02 -0.84 -0.39 -1.2894
H 0.76 1.42 -1.53 0.1456
C -1.08 1.16 -0.09 -0.0746
H -2.76 -1.84 0.21 0.2634
O 0.54 0.20 1.33 -0.5040
H 0.81 -1.66 1.11 0.5534
H 2.56 0.16 -0.18 0.2823
C 0.12 1.37 0.76 -0.1221
C -1.92 -1.15 0.45 -0.4780
H 2.62 -1.77 -0.36 0.3523
H 1.65 -0.84 -1.49 0.2808
C 0.73 -0.91 0.42 0.2344
C -0.59 -1.21 -0.29 -0.3031
N -1.53 -0.15 -0.65 -0.4671
```